Run one
21
Properties=species:S:1:pos:R:3 method="wB97M-V/def2-TZVPD" homo_ha=-0.3604 smiles=COCC(C)(C)C homo_lumo_gap_ha=0.3943
C -0.60483 0.45534 2.78515
O -0.02516 0.71531 1.53922
C -0.23725 -0.40309 0.72401
C 0.14665 -0.07993 -0.72987
C -0.28379 -1.28341 -1.56342
C -0.58853 1.18493 -1.18672
C 1.65989 0.14737 -0.93563
H -1.60165 -0.01213 2.59607
H -0.63931 1.40445 3.33048
H -0.00985 -0.27586 3.35937
H -1.31672 -0.70283 0.88558
H 0.34574 -1.26435 1.10121
H 0.23518 -2.19016 -1.22987
H -0.05243 -1.13108 -2.62250
H -1.36101 -1.44867 -1.46199
H -0.23969 2.06209 -0.63213
H -1.66767 1.08848 -1.02408
H -0.41106 1.36290 -2.25458
H 2.03517 1.01071 -0.37618
H 1.85261 0.34612 -2.00037
H 2.26015 -0.73000 -0.66324

***

Run two
21
Properties=species:S:1:pos:R:3 method="wB97M-V/def2-TZVPD" homo_ha=-0.3671 smiles="C=CCCCC.O" homo_lumo_gap_ha=0.4055
C -0.60873 0.23966 -2.91793
C -0.82836 0.57304 -1.64593
C 0.24550 0.83902 -0.62712
C -0.04318 0.23507 0.75076
C 1.03046 0.59837 1.77634
C 0.70640 0.10641 3.18442
H -1.42310 0.08849 -3.62264
H 0.39986 0.11412 -3.30820
H -1.85747 0.68846 -1.29765
H 1.21069 0.47425 -1.00367
H 0.35204 1.92810 -0.51395
H -0.12834 -0.85785 0.66760
H -1.01949 0.59504 1.10838
H 1.15580 1.69053 1.79130
H 1.99436 0.18356 1.45201
H 1.49370 0.38313 3.89397
H 0.60086 -0.98430 3.21017
H -0.23531 0.53976 3.54199
O -0.78504 -2.77280 -1.99975
H -0.63232 -1.81698 -1.97836
H -1.62834 -2.84507 -2.46175

***

The winner here is run one, beating the second structure by 1.3 kcal/mol.